C7H7N2Se | ωB97M-V with the def2-TZVPD basis set

Computed properties:
M: 198.1 g mol⁻¹
Orbital gap: 7.61 eV
LUMO level: -5.7 eV
Relative energy (zero: lowest compared OMol25 entry of this formula, charge and spin): 0.000 eV
Total charge: +1
Strongest force on any atom: 3.267 eV Å⁻¹

XYZ file:
```
17
Properties=species:S:1:pos:R:3:forces:R:3
C -0.8580 -0.5039 2.3061 -0.449 -0.806 -0.418
C -1.3006 -1.3405 1.3248 0.140 0.405 0.855
C -0.2353 0.7740 2.1836 0.371 0.758 -0.057
C -1.2103 -1.2546 -0.1094 0.143 -0.021 -0.464
C 0.0587 1.3163 1.0061 -1.354 -2.937 0.461
C -0.6198 -0.3316 -0.8491 0.243 0.750 1.151
C 1.6783 0.0707 -2.5335 0.201 -0.034 0.100
N 0.6662 2.4530 -0.9251 0.543 1.024 0.592
N 0.4597 2.1145 0.1596 0.632 1.057 -2.036
Se -0.1851 0.6108 -2.2491 -0.198 -0.425 -0.135
H -1.0189 -0.8386 3.3224 -0.049 0.032 -0.005
H -1.7983 -2.2390 1.6627 0.039 -0.043 0.085
H -0.0141 1.3078 3.1048 0.017 0.050 -0.060
H -1.6484 -2.1070 -0.6301 0.106 0.093 -0.098
H 2.0643 0.6802 -3.3484 -0.151 0.029 0.005
H 2.2480 0.2731 -1.6288 -0.100 -0.057 -0.023
H 1.7138 -0.9853 -2.7966 -0.135 0.124 0.050
```
Forces are in eV/Å.